(1)
84
Properties=species:S:1:pos:R:3:forces:R:3:lowdin_charge:R:1 method="wB97M-V/def2-TZVPD" spin_multiplicity=5 charge=+1
Ru 0.3949 1.3131 -1.0622 -0.54 0.19 0.26 0.372
C 0.0524 2.0591 4.6291 0.00 0.04 0.02 -0.069
C -0.2640 0.7048 4.0135 -0.04 -0.08 -0.08 -0.244
N -1.4362 0.7221 3.1328 -0.07 0.14 0.11 -0.102
C -2.7501 0.4958 3.7635 0.07 -0.08 -0.04 -0.187
C -3.5541 1.7679 3.9732 -0.01 0.05 0.00 -0.063
C -1.3868 1.0131 1.8298 0.02 -0.27 0.05 -0.620
S 0.2134 1.4455 1.2196 0.16 0.15 0.01 0.712
N -2.5171 0.9366 1.1579 0.17 0.08 -0.14 0.118
C -2.7152 1.4123 -0.0831 -0.17 -0.02 -0.01 -0.466
O -1.9011 2.0520 -0.7900 0.15 -0.09 -0.05 -0.262
C -4.0805 1.1440 -0.6311 0.08 0.05 0.12 -0.147
C -5.0717 0.5864 0.1736 -0.03 -0.04 0.01 -0.019
C -6.3313 0.3329 -0.3446 0.03 0.01 -0.02 -0.066
C -6.6081 0.6307 -1.6720 0.00 0.01 0.01 -0.071
C -5.6253 1.1889 -2.4783 0.02 0.00 0.00 -0.066
C -4.3687 1.4498 -1.9573 -0.03 0.01 -0.03 -0.031
H 0.9907 2.0017 5.1826 -0.01 -0.01 0.01 0.071
H -0.7263 2.3760 5.3227 -0.01 0.00 -0.02 0.072
H 0.1529 2.8223 3.8564 0.02 -0.01 0.00 0.064
H -0.4804 -0.0247 4.7933 0.04 -0.02 0.00 0.120
H 0.5890 0.3259 3.4520 0.00 0.01 -0.01 0.069
H -2.5467 0.0130 4.7181 -0.03 -0.01 0.00 0.117
H -3.3000 -0.2071 3.1400 -0.01 0.01 0.00 0.112
H -3.0283 2.4726 4.6176 0.00 -0.01 0.00 0.068
H -4.5043 1.5224 4.4483 0.00 0.00 0.00 0.082
H -3.7651 2.2558 3.0232 0.00 -0.01 -0.01 0.069
H -4.8427 0.3546 1.2038 -0.01 0.00 -0.01 0.099
H -7.0977 -0.0968 0.2865 0.00 0.00 0.00 0.107
H -7.5920 0.4330 -2.0768 0.00 -0.01 -0.01 0.108
H -5.8408 1.4239 -3.5122 0.00 0.01 0.00 0.107
H -3.6073 1.9007 -2.5767 0.02 0.02 -0.01 0.059
Te -0.6622 1.9658 -3.3628 -0.08 0.04 -0.04 1.215
C 0.8083 1.9397 -4.7894 -0.22 0.09 -0.22 -1.013
C 0.6202 2.4799 -6.0456 0.25 -0.09 -0.10 -0.236
C 1.7651 2.3514 -6.8664 -0.14 0.03 0.05 -0.168
C 2.7876 1.7103 -6.2249 -0.01 -0.03 -0.07 -0.386
S 2.3752 1.2732 -4.6352 0.17 -0.18 -0.13 0.882
H -0.2993 2.9530 -6.3593 -0.02 -0.01 0.01 0.101
H 1.8285 2.7106 -7.8823 0.00 0.02 0.00 0.111
H 3.7638 1.4721 -6.6166 0.00 0.01 0.00 0.077
C 3.6413 -0.6934 -0.6101 0.06 0.14 0.05 -0.001
N 3.5777 0.4009 0.3538 -0.04 -0.15 0.08 -0.055
C 3.2453 1.6718 0.0903 -0.09 0.19 -0.15 -0.727
Se 2.6534 2.3896 -1.5491 0.22 -0.04 0.39 0.649
N 3.3285 2.3712 1.2318 0.10 -0.06 0.08 0.117
C 3.6768 1.5315 2.2829 -0.09 0.14 -0.01 -0.183
C 3.8295 1.7559 3.6442 0.04 -0.02 -0.05 0.000
C 4.1531 0.6562 4.4151 0.00 -0.09 0.00 -0.064
C 4.3224 -0.6173 3.8486 0.00 0.06 0.05 -0.061
C 4.1723 -0.8350 2.4922 0.00 0.06 0.00 0.001
C 3.8382 0.2719 1.7216 0.02 -0.09 -0.13 -0.163
H 2.9023 -0.5373 -1.3922 0.02 0.02 0.00 0.049
H 3.4175 -1.6207 -0.0894 0.00 -0.01 -0.02 0.086
H 4.6332 -0.7413 -1.0566 0.01 -0.03 0.00 0.113
H 3.0817 3.3460 1.2858 -0.02 0.00 0.01 0.164
H 3.7101 2.7398 4.0766 -0.02 0.00 0.00 0.123
H 4.2812 0.7777 5.4819 0.02 0.00 0.00 0.113
H 4.5849 -1.4477 4.4894 0.00 0.00 0.01 0.113
H 4.3121 -1.8158 2.0598 -0.01 -0.01 0.00 0.119
C 1.7292 -3.1879 -4.7660 0.01 0.01 -0.01 -0.073
C 2.0998 -3.3905 -3.4445 0.00 0.02 0.01 -0.072
C 1.4504 -2.7036 -2.4274 0.03 0.08 -0.03 -0.114
C 0.4336 -1.7833 -2.7071 0.05 -0.12 -0.14 -0.334
C 0.0754 -1.6038 -4.0470 -0.05 0.03 0.00 -0.147
C 0.7059 -2.2994 -5.0660 0.03 0.03 0.00 -0.078
Si -0.4875 -0.9280 -1.3147 0.12 -0.14 0.06 0.594
C -0.2674 -2.0339 0.1862 -0.08 -0.12 0.14 -0.337
C 0.6883 -1.8952 1.1946 0.02 -0.08 -0.06 -0.149
C 0.8114 -2.8360 2.2093 0.01 0.01 -0.01 -0.083
C -0.0271 -3.9408 2.2385 -0.01 0.00 0.00 -0.077
C -0.9800 -4.1045 1.2432 0.01 0.01 0.01 -0.071
C -1.0929 -3.1639 0.2294 -0.03 0.05 0.03 -0.098
H 2.2261 -3.7304 -5.5597 0.00 -0.01 0.01 0.108
H 2.8827 -4.0988 -3.2052 0.00 0.00 0.01 0.107
H 1.7260 -2.9046 -1.3981 -0.03 -0.02 0.01 0.091
H -0.7326 -0.9280 -4.3103 -0.02 0.01 0.04 0.071
H 0.3970 -2.1512 -6.0929 0.00 0.00 0.00 0.111
H -1.9342 -0.9105 -1.6382 -0.02 0.08 -0.03 0.008
H 1.3497 -1.0393 1.2013 0.00 0.07 0.00 0.038
H 1.5621 -2.7028 2.9797 0.00 0.01 0.00 0.098
H 0.0615 -4.6718 3.0317 0.00 0.00 0.00 0.106
H -1.6364 -4.9647 1.2575 0.00 0.00 -0.01 0.108
H -1.8414 -3.3155 -0.5416 -0.01 0.02 0.01 0.104

(2)
C36H37NP2SeZn | wB97M-V/def2-TZVPD

The geometry in XYZ format:
```
78
Properties=species:S:1:pos:R:3:forces:R:3:lowdin_charge:R:1
Zn -1.8192 -0.1382 -1.9756 -0.71 2.56 -0.48 0.571
C 2.2453 5.8955 2.1817 0.66 -1.78 -0.67 -0.096
C 2.5985 4.6121 1.9259 -0.54 1.38 -0.49 -0.104
C 3.0228 3.5649 2.8907 0.33 -0.50 0.20 -0.213
C 1.8715 2.7025 3.4537 0.33 0.45 -0.27 -0.193
C 0.9096 3.5226 4.2633 -0.10 0.34 0.69 -0.117
C 1.0534 4.7623 4.7722 -0.63 -0.40 0.12 -0.098
C 2.2108 5.7465 4.7713 -0.19 0.71 -0.04 -0.201
C 2.4548 6.5823 3.4784 -0.56 0.12 0.57 -0.199
C -2.7269 1.7199 -1.5860 0.22 -0.37 -0.63 -0.242
H 1.8359 6.4986 1.3761 0.27 -0.12 -0.11 0.099
H 2.6282 4.2726 0.8931 -0.61 0.18 -0.07 0.089
H 3.5135 4.0261 3.7409 0.41 -0.29 -0.06 0.087
H 3.7209 2.8941 2.3644 0.02 0.19 0.36 0.106
H 1.3333 2.2134 2.6213 0.10 0.11 0.33 0.103
H 2.3097 1.9067 4.0837 -0.22 0.17 -0.22 0.114
H -0.0020 2.9752 4.5381 0.12 0.42 -0.22 0.095
H 0.1771 5.1528 5.3330 0.57 -0.42 -0.39 0.101
H 3.1730 5.3062 5.0513 -0.41 -0.08 0.24 0.094
H 1.9442 6.5104 5.5253 0.40 -0.50 -0.03 0.102
H 1.8085 7.4705 3.5029 0.19 -0.15 0.05 0.106
H 3.4931 6.9371 3.5254 -0.18 0.13 -0.04 0.114
H -2.3900 2.3467 -2.4281 -0.07 -0.18 0.46 -0.045
H -2.3183 2.1666 -0.6661 0.03 -0.35 -0.37 -0.018
H -3.8331 1.7843 -1.5452 0.52 -0.51 -0.03 -0.029
P 0.3246 -1.3377 -2.5599 2.92 -0.58 0.87 1.025
P -2.4444 -2.0471 -0.8756 -0.49 -2.38 1.63 0.957
C 0.3081 -2.2788 -0.9763 -0.80 -0.29 0.37 -0.315
C -0.8334 -2.7357 -0.4188 1.17 0.15 -0.50 -0.326
C 1.2614 -2.6630 -3.5527 -0.91 0.05 -0.56 -0.345
C 2.0921 -3.6346 -2.9684 -0.19 0.21 -0.06 -0.089
C 2.7362 -4.5910 -3.7566 -0.21 0.33 0.03 -0.074
C 2.5576 -4.6031 -5.1370 -0.28 0.34 -0.01 -0.076
C 1.7285 -3.6423 -5.7272 0.14 -0.07 0.13 -0.078
C 1.0800 -2.6815 -4.9479 0.06 0.04 0.31 -0.101
C 1.7805 -0.3013 -2.0479 -0.07 0.70 -0.06 -0.375
C 1.5230 0.5553 -0.9679 0.34 -0.56 -0.16 -0.172
C 2.5065 1.4170 -0.5022 -0.09 0.07 0.20 -0.083
C 3.7364 1.4995 -1.1460 -0.17 -0.18 0.11 -0.064
C 4.0250 0.6188 -2.1922 -0.17 -0.02 -0.07 -0.078
C 3.0532 -0.2788 -2.6541 -0.25 0.10 0.27 -0.077
C -3.3196 -3.6904 -0.9222 -0.35 -0.23 -0.08 -0.333
C -2.8195 -4.6928 -1.7781 -0.27 -0.01 0.36 -0.099
C -3.3217 -5.9968 -1.6977 -0.18 0.34 0.24 -0.073
C -4.3184 -6.3058 -0.7599 0.10 0.19 -0.12 -0.078
C -4.8177 -5.3173 0.0919 0.14 0.11 -0.22 -0.072
C -4.3321 -4.0069 0.0040 0.30 -0.03 -0.16 -0.074
C -2.9853 -1.3689 0.7407 -0.06 0.38 -0.14 -0.390
C -4.0974 -0.5083 0.7520 0.30 -0.12 0.15 -0.111
C -4.5269 0.0434 1.9589 0.12 -0.19 0.06 -0.060
C -3.8732 -0.2927 3.1529 0.02 0.08 -0.19 -0.065
C -2.7570 -1.1296 3.1325 0.06 -0.12 -0.10 -0.068
C -2.2934 -1.6487 1.9240 -0.37 0.05 -0.10 -0.079
H 1.3026 -2.4882 -0.5397 -0.70 -0.19 -0.35 0.094
H -0.8052 -3.5515 0.3141 -0.02 0.56 0.07 0.097
H 2.2421 -3.6607 -1.8925 0.03 0.00 -0.26 0.094
H 3.3789 -5.3222 -3.2790 -0.06 0.05 -0.04 0.107
H 3.0537 -5.3567 -5.7480 -0.13 0.22 0.13 0.108
H 1.5898 -3.6417 -6.8043 -0.01 0.01 0.14 0.106
H 0.4322 -1.9315 -5.4192 0.29 -0.36 0.14 0.107
H 0.5486 0.5423 -0.4766 0.25 0.11 -0.10 0.080
H 2.2677 2.0443 0.3582 0.13 -0.02 -0.38 0.086
H 4.4537 2.2604 -0.8273 -0.12 -0.40 -0.10 0.111
H 5.0178 0.6414 -2.6473 -0.39 -0.04 0.02 0.104
H 3.2915 -0.9670 -3.4645 -0.07 0.22 0.12 0.098
H -2.0027 -4.4669 -2.4657 -0.23 -0.05 0.09 0.104
H -2.9305 -6.7731 -2.3556 -0.10 0.23 0.18 0.107
H -4.7064 -7.3237 -0.6972 0.14 0.29 0.00 0.107
H -5.5820 -5.5620 0.8360 0.29 0.10 -0.32 0.111
H -4.7039 -3.2437 0.6943 0.11 -0.29 -0.30 0.103
H -4.5960 -0.2611 -0.1899 0.13 0.00 0.37 0.103
H -5.3620 0.7437 1.9628 0.19 -0.23 0.05 0.113
H -4.2191 0.1195 4.1028 0.09 -0.09 -0.32 0.110
H -2.2310 -1.3988 4.0513 -0.22 0.22 -0.24 0.111
H -1.4085 -2.2809 1.8914 -0.24 0.20 0.21 0.092
Se -0.3293 5.5751 -1.9111 -0.06 0.83 0.04 0.339
C -0.0177 3.8303 -1.8818 0.16 -2.13 -0.01 -1.042
N 0.1279 2.6601 -1.8710 -0.22 1.31 -0.19 -0.007
```
Forces are in eV/Å.

no.,E_tot (Ha),largest force on an atom (eV/A)
1,-5538.324293,0.63
2,-6312.043641,3.10